[1]
Below is C42H38CrN14OPS3 as an isolated structure, with properties calculated with ωB97M-V/def2-TZVPD.

Each line ends with the Löwdin spin population.
CARTESIAN COORDINATES (ANGSTROEM)
Cr: -0.567 0.122 0.571  0.92
C: -2.327 -0.918 -4.572  0.00
N: -1.711 -0.203 -3.458  0.00
C: -1.273 1.094 -3.492  0.00
C: -0.798 1.377 -2.245  0.00
N: -0.944 0.270 -1.460  0.00
C: -1.500 -0.669 -2.207  0.00
P: -1.924 -2.319 -1.580  0.00
C: -0.350 -2.602 -0.699  0.00
N: 0.216 -1.750 0.149  0.00
C: 1.374 -2.334 0.583  0.00
C: 1.507 -3.549 -0.016  0.00
N: 0.413 -3.705 -0.823  0.00
C: 0.141 -4.875 -1.655  0.00
C: -2.857 -1.742 -0.123  0.00
N: -2.390 -0.863 0.754  0.00
C: -3.387 -0.644 1.665  0.00
C: -4.468 -1.402 1.323  0.00
N: -4.122 -2.092 0.194  0.00
C: -4.984 -3.018 -0.535  0.00
H: -2.160 -0.343 -5.478  0.00
H: -1.871 -1.898 -4.686  0.00
H: -3.398 -1.023 -4.412  0.00
H: -1.344 1.699 -4.380  0.00
H: -0.411 2.306 -1.861  0.00
H: 2.040 -1.849 1.276  0.00
H: 2.274 -4.300 0.055  0.00
H: 1.017 -5.515 -1.634  0.00
H: -0.714 -5.426 -1.268  0.00
H: -0.048 -4.568 -2.681  0.00
H: -3.281 0.054 2.478  0.00
H: -5.440 -1.500 1.774  0.00
H: -5.904 -3.141 0.030  0.00
H: -5.223 -2.618 -1.518  0.00
H: -4.499 -3.986 -0.635  0.00
N: 3.001 2.352 0.429  0.00
C: 2.080 1.740 -0.315  0.00
N: 1.323 1.010 0.483  0.00
C: 1.842 1.231 1.722  0.00
N: 2.868 2.041 1.737  0.00
C: 1.234 0.529 2.853  0.00
C: 1.739 0.523 4.144  0.00
N: 1.167 -0.196 5.102  0.00
C: 0.100 -0.912 4.771  0.00
C: -0.422 -0.909 3.484  0.00
N: 0.143 -0.179 2.527  0.00
H: 3.739 2.969 0.130  0.00
H: 2.011 1.817 -1.389  0.00
H: 2.617 1.104 4.393  0.00
H: -0.363 -1.506 5.549  0.00
H: -1.301 -1.481 3.222  0.00
O: -1.246 1.701 0.898  0.06
C: -2.108 2.817 1.041  0.01
C: -1.488 3.910 0.185  0.00
C: -0.246 4.442 0.390  0.00
C: 0.105 5.414 -0.583  0.00
C: -0.887 5.602 -1.500  0.00
S: -2.237 4.610 -1.190  0.00
C: -2.121 3.277 2.485  0.00
C: -2.386 4.531 2.942  0.00
C: -2.438 4.607 4.362  0.00
C: -2.212 3.406 4.954  0.00
S: -1.933 2.178 3.793  0.00
C: -3.516 2.450 0.606  0.00
C: -4.679 2.657 1.286  0.00
C: -5.828 2.186 0.593  0.00
C: -5.514 1.625 -0.604  0.00
S: -3.831 1.669 -0.903  0.00
H: 0.373 4.169 1.235  0.00
H: 1.032 5.969 -0.586  0.00
H: -0.893 6.270 -2.345  0.00
H: -2.538 5.377 2.286  0.00
H: -2.622 5.518 4.912  0.00
H: -2.168 3.178 6.007  0.00
H: -4.717 3.137 2.253  0.00
H: -6.837 2.277 0.967  0.00
H: -6.185 1.211 -1.340  0.00
C: 4.581 -0.376 -2.369  0.00
C: 3.456 -0.734 -1.646  0.00
N: 2.230 -0.780 -2.170  0.00
C: 2.103 -0.463 -3.454  0.00
C: 3.163 -0.079 -4.271  0.00
C: 4.431 -0.049 -3.708  0.00
C: 2.954 0.201 -5.708  0.00
C: 2.194 1.143 -6.264  0.00
C: 1.408 2.208 -5.611  0.00
C: 0.463 2.898 -6.367  0.00
C: -0.245 3.909 -5.744  0.00
N: -0.040 4.233 -4.469  0.00
C: 0.894 3.529 -3.844  0.00
N: 1.625 2.533 -4.329  0.00
H: 5.554 -0.366 -1.898  0.00
H: 3.543 -1.000 -0.597  0.00
H: 1.100 -0.504 -3.870  0.00
H: 5.288 0.230 -4.309  0.00
H: 3.484 -0.463 -6.385  0.00
H: 2.140 1.157 -7.347  0.00
H: 0.300 2.661 -7.410  0.00
H: -0.993 4.482 -6.280  0.00
H: 1.081 3.811 -2.810  0.00

Properties
Net charge: +2
Orbital gap (spin up / spin down), eV: 7.342 / 7.464
Energy relative to the best compared isomer or geometry (same formula, charge and spin), eV: 0.000
Calculated total energy, Ha: -5045.13820
Spin multiplicity: 2
<S²>: 0.7596

=====

[2]
Below is C42H38IN5NaO3Te as an isolated structure, with properties calculated with ωB97M-V/def2-TZVPD.

Each line ends with the Löwdin spin population.
CARTESIAN COORDINATES (ANGSTROEM)
Na: -0.638 -0.196 0.411  0.00
N: 1.193 -2.955 -1.950  0.00
C: 2.341 -2.962 -1.181  0.00
C: 2.499 -1.683 -0.737  0.00
N: 1.455 -0.899 -1.179  0.00
C: 0.692 -1.690 -1.890  0.00
C: -0.530 -1.245 -2.583  0.00
N: -0.924 0.005 -2.608  0.00
C: -2.073 0.010 -3.369  0.00
C: -2.353 -1.251 -3.798  0.00
N: -1.337 -2.045 -3.326  0.00
H: 0.674 -3.777 -2.202  0.00
H: 2.926 -3.853 -1.042  0.00
H: 3.269 -1.283 -0.102  0.00
H: -2.634 0.913 -3.532  0.00
H: -3.168 -1.654 -4.370  0.00
H: -1.405 -3.045 -3.245  0.00
I: -5.735 -6.986 4.031  0.42
C: -4.320 -5.532 2.458  0.47
C: -3.047 -5.108 2.820  0.04
C: -2.364 -4.143 2.086  0.02
C: -2.947 -3.574 0.956  -0.01
C: -4.231 -3.981 0.597  0.02
C: -4.904 -4.939 1.345  0.04
C: -2.202 -2.577 0.104  0.00
O: -2.740 -2.200 -0.958  0.00
O: -1.062 -2.181 0.500  0.00
H: -2.568 -5.546 3.692  0.01
H: -1.369 -3.820 2.370  0.00
H: -4.676 -3.546 -0.290  0.00
H: -5.905 -5.242 1.045  0.01
C: 2.099 4.028 -2.141  0.00
C: 1.836 4.944 -1.130  0.00
C: 0.910 4.640 -0.144  0.00
C: 0.242 3.418 -0.152  0.00
C: 0.503 2.512 -1.166  0.00
C: 1.425 2.817 -2.159  0.00
H: 2.829 4.258 -2.908  0.00
H: 2.352 5.896 -1.107  0.00
H: 0.704 5.366 0.634  0.00
H: -0.016 1.569 -1.247  0.00
H: 1.607 2.091 -2.940  0.00
C: -4.613 8.153 -0.731  0.00
C: -3.768 7.002 -0.251  0.00
C: -3.783 5.775 -0.895  0.00
C: -3.014 4.701 -0.451  0.00
C: -3.099 3.425 -1.250  0.00
C: -2.193 4.823 0.679  0.00
Te: -0.905 3.061 1.626  0.00
N: 0.192 1.259 1.740  0.00
C: 0.103 0.941 3.026  0.00
O: -0.582 1.551 3.887  0.00
C: 0.941 -0.226 3.537  0.00
C: 1.302 -0.236 4.879  0.00
C: 2.076 -1.264 5.397  0.00
C: 2.478 -2.313 4.582  0.00
C: 2.103 -2.323 3.245  0.00
C: 1.349 -1.282 2.724  0.00
C: -2.741 1.940 1.645  0.00
C: -3.031 0.869 0.801  0.00
C: -4.157 0.084 0.991  0.00
C: -5.001 0.363 2.053  0.00
C: -4.721 1.432 2.887  0.00
C: -3.599 2.237 2.702  0.00
C: -3.328 3.355 3.669  0.00
C: -2.169 6.069 1.320  0.00
C: -1.308 6.368 2.530  0.00
C: -2.942 7.133 0.853  0.00
H: -5.146 7.893 -1.646  0.00
H: -4.003 9.036 -0.937  0.00
H: -5.356 8.439 0.016  0.00
H: -4.411 5.645 -1.773  0.00
H: -3.363 3.644 -2.287  0.00
H: -3.856 2.750 -0.847  0.00
H: -2.152 2.885 -1.256  0.00
H: 0.949 0.574 5.504  0.00
H: 2.354 -1.255 6.446  0.00
H: 3.065 -3.127 4.989  0.00
H: 2.383 -3.150 2.605  0.00
H: 1.058 -1.320 1.685  0.00
H: -2.417 0.635 -0.062  0.00
H: -4.340 -0.744 0.319  0.00
H: -5.865 -0.263 2.238  0.00
H: -5.374 1.642 3.728  0.00
H: -4.178 3.486 4.339  0.00
H: -3.162 4.301 3.150  0.00
H: -2.442 3.124 4.265  0.00
H: -0.923 5.475 3.020  0.00
H: -1.873 6.935 3.272  0.00
H: -0.446 6.980 2.246  0.00
H: -2.896 8.086 1.375  0.00

Properties
Net charge: -2
Orbital gap (spin up / spin down), eV: 3.343 / 5.641
Energy relative to the best compared isomer or geometry (same formula, charge and spin), eV: 0.276
Calculated total energy, Ha: -2850.83422
Spin multiplicity: 2
<S²>: 0.7594

=====

[3]
Below is C42H38N8OPSe2V as an isolated structure, with properties calculated with ωB97M-V/def2-TZVPD.

Each line ends with the Löwdin spin population.
CARTESIAN COORDINATES (ANGSTROEM)
V: 1.400 1.116 -1.005  2.80
C: -0.063 -0.593 4.145  0.00
N: 0.159 0.172 2.991  0.00
C: 0.475 -0.203 1.775  0.01
N: 0.702 0.849 1.022  0.02
C: 0.539 1.935 1.861  0.01
N: 0.166 1.565 3.110  0.00
C: -1.493 -1.319 4.237  0.00
C: -1.656 -2.375 5.080  0.00
C: -2.896 -2.955 5.350  0.00
C: -3.966 -2.459 4.649  0.00
C: -3.809 -1.423 3.743  0.00
C: -2.585 -0.812 3.487  0.00
C: -4.886 -0.965 2.935  0.00
N: -6.160 -1.278 3.004  0.00
N: -6.817 -0.420 2.170  0.00
C: -5.895 0.363 1.606  0.00
O: -4.660 0.053 2.077  0.00
C: -5.991 1.314 0.528  0.00
C: -7.235 1.859 0.152  0.00
C: -7.343 2.587 -1.009  0.00
C: -6.216 2.639 -1.791  0.00
C: -4.940 2.278 -1.327  0.00
C: -3.823 2.622 -2.288  0.00
N: -2.666 1.709 -2.090  0.01
C: -1.527 1.910 -1.450  0.02
N: -0.683 0.957 -1.590  0.03
C: -1.373 0.086 -2.361  0.01
N: -2.542 0.491 -2.684  0.00
C: -4.817 1.501 -0.170  0.00
H: -0.021 0.057 5.080  0.00
H: 0.684 -1.352 4.301  0.00
H: 0.653 -1.236 1.448  0.00
H: 0.641 2.886 1.636  0.00
H: -0.823 -2.851 5.778  0.00
H: -3.095 -3.894 6.064  0.00
H: -4.961 -2.795 4.887  0.00
H: -2.404 -0.008 2.734  0.00
H: -8.003 1.575 0.771  0.00
H: -8.256 3.011 -1.226  0.00
H: -6.321 3.175 -2.747  0.00
H: -3.471 3.637 -2.098  0.00
H: -4.140 2.681 -3.324  0.00
H: -1.353 2.879 -0.915  0.00
H: -0.920 -0.888 -2.643  0.00
H: -3.935 1.040 0.155  0.00
Se: 1.619 -1.632 -1.306  0.03
P: 3.747 -1.983 -0.573  0.01
Se: 3.227 2.706 -0.116  0.02
C: 3.667 -1.985 1.248  0.00
C: 2.889 -3.035 1.900  0.00
C: 2.815 -3.073 3.314  0.00
C: 3.335 -2.077 4.085  0.00
C: 4.161 -1.097 3.466  0.00
C: 4.239 -1.061 2.082  0.00
C: 4.124 -3.793 -0.797  0.00
C: 5.256 -4.194 -0.123  0.00
C: 5.627 -5.529 -0.181  0.00
C: 4.815 -6.483 -0.828  0.00
C: 3.671 -6.085 -1.476  0.00
C: 3.330 -4.687 -1.515  0.00
H: 2.429 -3.780 1.221  0.00
H: 2.188 -3.873 3.920  0.00
H: 3.240 -2.104 5.198  0.00
H: 4.684 -0.162 4.031  0.00
H: 4.787 -0.146 1.589  0.00
H: 5.895 -3.394 0.285  0.00
H: 6.472 -5.905 0.308  0.00
H: 5.093 -7.502 -0.595  0.00
H: 3.047 -6.794 -1.990  0.00
H: 2.413 -4.348 -1.992  0.00
C: 2.941 4.576 -2.767  0.00
C: 1.733 3.717 -2.515  0.00
C: 0.541 4.673 -2.877  0.00
C: 1.570 3.238 -1.076  -0.02
C: 1.731 2.470 -3.467  0.00
C: 2.835 1.674 -3.469  0.01
C: 3.043 0.655 -4.422  0.00
C: 2.118 0.476 -5.445  0.00
C: 0.965 1.244 -5.410  0.00
C: 0.735 2.160 -4.425  0.00
H: 2.950 5.467 -2.119  0.00
H: 3.083 4.777 -3.806  0.00
H: 3.774 3.953 -2.413  0.00
H: 0.798 5.557 -2.212  0.00
H: -0.435 4.339 -2.509  0.00
H: 0.472 4.821 -3.929  0.00
H: 1.006 3.973 -0.460  0.00
H: 3.602 1.836 -2.681  0.00
H: 4.006 0.092 -4.441  0.00
H: 2.193 -0.256 -6.260  0.00
H: 0.156 0.880 -6.011  0.00
H: -0.255 2.572 -4.494  0.00

Properties
Net charge: -1
Orbital gap (spin up / spin down), eV: 4.426 / 4.711
Energy relative to the best compared isomer or geometry (same formula, charge and spin), eV: 1.590
Calculated total energy, Ha: -8224.76129
Spin multiplicity: 4
<S²>: 3.7712

=====

What did we get for max |F|? Answer: 0.8, 1.1, 6.9 eV/A, in the order shown.